1.
{
  "formula": "C28H43BrN2P2Pt",
  "method": "wB97M-V/def2-TZVPD",
  "symbols": ["C", "C", "C", "C", "N", "C", "C", "C", "C", "C", "C", "C", "C", "C", "Pt", "P", "H", "H", "H", "H", "H", "H", "H", "H", "C", "C", "H", "H", "H", "H", "H", "C", "C", "H", "H", "H", "H", "H", "C", "C", "H", "H", "H", "H", "H", "Br", "P", "C", "C", "H", "H", "H", "H", "H", "C", "C", "H", "H", "H", "H", "H", "C", "C", "H", "H", "H", "H", "H", "C", "C", "C", "N", "H", "H", "H", "H", "H"],
  "positions_angstrom": [[-4.64, 1.55, 6.08], [-4.60, 0.65, 4.99], [-5.64, 0.69, 4.04], [-6.66, 1.64, 4.21], [-6.67, 2.49, 5.23], [-5.71, 2.46, 6.15], [-3.49, -0.25, 4.82], [-2.57, -1.02, 4.59], [-1.49, -1.80, 4.07], [-0.15, -1.50, 4.40], [0.85, -1.74, 3.45], [0.43, -2.23, 2.20], [-0.76, -2.98, 2.09], [-1.75, -2.75, 3.05], [1.24, -1.63, 0.45], [0.00, 0.32, 0.29], [-5.66, 0.02, 3.19], [-3.87, 1.55, 6.84], [-7.47, 1.71, 3.48], [-5.76, 3.17, 6.98], [-2.74, -3.20, 2.97], [0.07, -1.00, 5.34], [-0.90, -3.63, 1.23], [1.90, -1.49, 3.60], [0.99, 1.70, -0.36], [0.24, 3.00, -0.65], [1.49, 1.33, -1.27], [1.79, 1.88, 0.37], [0.88, 3.65, -1.26], [-0.69, 2.83, -1.22], [-0.01, 3.54, 0.26], [-1.46, 0.04, -0.77], [-2.54, -0.84, -0.14], [-1.08, -0.42, -1.70], [-1.86, 1.03, -1.04], [-3.47, -0.73, -0.71], [-2.26, -1.90, -0.18], [-2.75, -0.58, 0.90], [-0.67, 0.86, 1.91], [-1.79, 1.90, 1.92], [0.20, 1.23, 2.47], [-0.98, -0.06, 2.43], [-2.35, 1.80, 2.85], [-1.37, 2.92, 1.89], [-2.49, 1.78, 1.09], [2.27, -1.04, -2.15], [1.94, -0.70, -4.42], [1.83, 1.08, -4.60], [1.57, 1.56, -6.03], [2.77, 1.50, -4.22], [1.03, 1.43, -3.93], [1.57, 2.66, -6.05], [2.35, 1.23, -6.73], [0.60, 1.23, -6.42], [3.38, -1.48, -5.14], [3.46, -3.00, -4.94], [4.26, -0.99, -4.71], [3.36, -1.22, -6.21], [4.35, -3.38, -5.45], [3.56, -3.26, -3.88], [2.59, -3.52, -5.34], [0.41, -1.58, -4.75], [0.08, -1.78, -6.23], [-0.40, -1.01, -4.26], [0.47, -2.55, -4.24], [-0.88, -2.31, -6.30], [-0.04, -0.83, -6.77], [0.83, -2.39, -6.75], [5.33, 0.99, 2.96], [5.22, 0.32, 1.58], [3.88, -0.17, 1.26], [2.91, -0.72, 0.96], [4.64, 1.83, 3.04], [6.35, 1.37, 3.11], [5.12, 0.27, 3.76], [5.50, 1.03, 0.79], [5.91, -0.53, 1.52]],
  "lowdin_charge": [0.0705, -0.1710, 0.0603, 0.0061, 0.3245, 0.0157, 0.1207, 0.1266, -0.1825, 0.0339, -0.0458, -0.3005, -0.0688, 0.0373, 0.8677, 0.8088, 0.1463, 0.1541, 0.1683, 0.1718, 0.1513, 0.1505, 0.1212, 0.1205, -0.3984, -0.1074, 0.0002, 0.0848, 0.0942, 0.0730, 0.0749, -0.3718, -0.1215, 0.0688, 0.0850, 0.0987, 0.0689, 0.0574, -0.3528, -0.0978, 0.1045, 0.0337, 0.0693, 0.0797, 0.0745, 0.5185, 0.7527, -0.3663, -0.0935, 0.1096, 0.0936, 0.1035, 0.0943, 0.0762, -0.3609, -0.1109, 0.1128, 0.1218, 0.1056, 0.0652, 0.0815, -0.3709, -0.0915, 0.0950, 0.0978, 0.1042, 0.0749, 0.0896, -0.0625, -0.1748, -0.0811, -0.0565, 0.0853, 0.1018, 0.0890, 0.1410, 0.1500],
  "s_squared": 6.07,
  "charge": 4,
  "multiplicity": 5,
  "homo_lumo_gap_ev": [6.38, 6.08]
}



2.
{
  "formula": "C28H43CeCl2N2P",
  "method": "wB97M-V/def2-TZVPD",
  "symbols": ["P", "C", "C", "C", "C", "C", "C", "C", "C", "C", "C", "C", "C", "C", "C", "C", "C", "C", "C", "H", "H", "H", "H", "H", "H", "H", "H", "H", "H", "H", "H", "H", "H", "H", "H", "H", "H", "H", "H", "H", "H", "H", "H", "H", "H", "H", "H", "H", "H", "H", "H", "H", "Ce", "Cl", "Cl", "C", "H", "C", "C", "C", "C", "C", "C", "H", "H", "H", "H", "H", "N", "C", "C", "C", "N", "H", "H", "H", "H"],
  "positions_angstrom": [[-0.17, 0.69, -0.92], [-0.99, -0.58, -2.06], [-0.96, -0.35, -3.58], [-1.86, -1.36, -4.29], [-1.55, -2.81, -3.91], [-1.45, -3.03, -2.40], [-0.54, -2.01, -1.71], [1.68, 0.53, -1.26], [2.12, 0.36, -2.71], [3.64, 0.44, -2.83], [4.35, -0.56, -1.91], [3.84, -0.51, -0.46], [2.30, -0.55, -0.37], [-0.53, 2.27, -1.85], [-2.05, 2.50, -1.87], [-2.41, 3.82, -2.56], [-1.65, 5.02, -2.00], [-0.14, 4.78, -1.93], [0.23, 3.46, -1.24], [-2.05, -0.48, -1.73], [0.07, -0.46, -3.95], [-1.28, 0.67, -3.83], [-1.77, -1.22, -5.37], [-2.91, -1.14, -4.03], [-2.32, -3.47, -4.33], [-0.60, -3.11, -4.38], [-2.45, -2.96, -1.95], [-1.08, -4.04, -2.19], [-0.57, -2.16, -0.63], [0.50, -2.16, -2.05], [2.06, 1.51, -0.91], [3.97, 1.46, -2.59], [1.65, 1.11, -3.37], [1.79, -0.63, -3.07], [3.93, 0.25, -3.87], [5.43, -0.36, -1.91], [4.21, -1.57, -2.30], [4.25, -1.35, 0.11], [4.19, 0.41, 0.02], [1.99, -0.40, 0.67], [1.94, -1.55, -0.67], [-0.17, 2.15, -2.89], [-2.56, 1.68, -2.39], [-2.43, 2.51, -0.84], [-2.19, 3.73, -3.64], [-3.49, 3.99, -2.47], [-2.02, 5.24, -0.99], [-1.84, 5.91, -2.61], [0.36, 5.61, -1.40], [0.27, 4.76, -2.95], [1.32, 3.31, -1.34], [0.02, 3.51, -0.16], [-1.14, 0.11, 3.12], [0.92, 1.48, 2.48], [-2.49, -1.34, 1.49], [-0.19, -1.44, 4.40], [-0.28, -1.11, 5.45], [0.63, -2.60, 4.15], [1.48, -3.20, 5.14], [2.32, -4.25, 4.80], [2.34, -4.76, 3.49], [1.49, -4.21, 2.52], [0.63, -3.17, 2.83], [1.46, -2.81, 6.16], [2.96, -4.70, 5.56], [1.50, -4.62, 1.50], [-0.09, -2.79, 2.10], [3.01, -5.58, 3.23], [-2.07, 2.09, 5.76], [-2.99, 2.16, 6.74], [-3.73, 0.99, 6.70], [-3.21, 0.22, 5.65], [-2.19, 0.91, 5.04], [-1.36, 2.78, 5.52], [-3.06, 3.02, 7.39], [-4.54, 0.72, 7.34], [-3.51, -0.76, 5.29]],
  "lowdin_charge": [1.1087, -0.4472, -0.2173, -0.2045, -0.2108, -0.1970, -0.2259, -0.4446, -0.2173, -0.2057, -0.2118, -0.1945, -0.2197, -0.4806, -0.2215, -0.2081, -0.2146, -0.2084, -0.2132, 0.0988, 0.0912, 0.0915, 0.1018, 0.1110, 0.1002, 0.1082, 0.1139, 0.1075, 0.0803, 0.0982, 0.0947, 0.1098, 0.1019, 0.0967, 0.1017, 0.0999, 0.1089, 0.1095, 0.1136, 0.0682, 0.0996, 0.0959, 0.0963, 0.1165, 0.1100, 0.1028, 0.1098, 0.0997, 0.1032, 0.1095, 0.0982, 0.1102, 0.1021, -0.0838, -0.0676, -0.3822, -0.0193, -0.3607, -0.0940, -0.1524, -0.1694, -0.1407, -0.0893, 0.0873, 0.0788, 0.0839, 0.0566, 0.0664, 0.0303, -0.0895, -0.0620, -0.0781, -0.1472, 0.1710, 0.1161, 0.0917, 0.1268],
  "s_squared": 0.75,
  "charge": -1,
  "multiplicity": 2,
  "homo_lumo_gap_ev": [3.85, 3.84]
}



3.
{
  "formula": "C28H43Cl2N6PTi",
  "method": "wB97M-V/def2-TZVPD",
  "symbols": ["Ti", "C", "C", "C", "C", "C", "C", "C", "C", "H", "H", "H", "H", "H", "C", "N", "C", "C", "N", "C", "H", "H", "H", "H", "H", "H", "N", "P", "N", "C", "C", "C", "C", "C", "N", "C", "C", "C", "C", "C", "N", "C", "C", "C", "C", "C", "H", "H", "H", "H", "H", "H", "H", "H", "H", "H", "H", "H", "H", "H", "H", "H", "H", "H", "H", "H", "H", "H", "H", "H", "H", "H", "H", "H", "H", "H", "Cl", "C", "Cl", "H", "H"],
  "positions_angstrom": [[-0.01, 0.83, 0.59], [0.01, 0.61, 2.55], [-0.04, 0.44, 3.76], [-0.10, 0.25, 5.17], [-1.21, -0.38, 5.75], [-1.26, -0.56, 7.12], [-0.20, -0.13, 7.91], [0.90, 0.49, 7.35], [0.96, 0.68, 5.98], [-2.02, -0.71, 5.12], [-2.11, -1.05, 7.57], [-0.24, -0.28, 8.99], [1.72, 0.82, 7.97], [1.81, 1.16, 5.52], [-3.78, 4.84, 1.25], [-2.68, 4.09, 0.65], [-1.93, 4.48, -0.44], [-1.00, 3.52, -0.63], [-1.18, 2.53, 0.32], [-2.20, 2.92, 1.08], [-4.46, 5.17, 0.47], [-3.39, 5.70, 1.78], [-4.32, 4.20, 1.94], [-2.13, 5.40, -0.96], [-0.22, 3.46, -1.37], [-2.59, 2.39, 1.93], [1.51, 1.39, 0.13], [3.07, 1.72, -0.24], [3.99, 0.38, -0.13], [4.38, -0.40, -1.32], [5.42, -1.46, -0.94], [6.31, -0.94, 0.18], [5.49, -0.77, 1.47], [4.05, -0.36, 1.14], [3.10, 2.31, -1.76], [4.25, 3.16, -2.16], [4.53, 2.99, -3.64], [3.32, 3.41, -4.49], [1.99, 3.03, -3.80], [2.19, 1.88, -2.83], [3.62, 2.79, 0.84], [5.02, 2.87, 1.31], [5.02, 3.22, 2.79], [4.41, 4.61, 3.02], [3.48, 5.02, 1.87], [2.69, 3.84, 1.33], [4.81, 0.28, -2.05], [3.50, -0.88, -1.78], [5.99, -1.72, -1.82], [4.92, -2.38, -0.61], [6.74, 0.03, -0.12], [7.15, -1.61, 0.35], [5.96, -0.04, 2.12], [5.47, -1.71, 2.02], [3.62, 0.26, 1.93], [3.41, -1.25, 1.05], [5.13, 2.88, -1.58], [4.02, 4.21, -1.93], [4.79, 1.95, -3.84], [5.40, 3.58, -3.91], [3.39, 2.93, -5.47], [3.34, 4.48, -4.67], [1.24, 2.76, -4.54], [1.60, 3.88, -3.24], [2.59, 1.00, -3.36], [1.24, 1.58, -2.38], [5.56, 3.64, 0.74], [5.51, 1.92, 1.11], [6.03, 3.16, 3.18], [4.44, 2.45, 3.31], [5.20, 5.35, 3.12], [3.86, 4.62, 3.96], [4.06, 5.45, 1.05], [2.78, 5.79, 2.19], [2.04, 4.15, 0.52], [2.06, 3.41, 2.12], [0.38, -1.74, 0.07], [-1.14, -1.93, -0.83], [-1.87, -0.31, -1.00], [-1.81, -2.56, -0.26], [-0.92, -2.32, -1.82]],
  "lowdin_charge": [0.6352, -0.1256, -0.0790, -0.2584, -0.0257, -0.0575, -0.0497, -0.0575, -0.0252, 0.1170, 0.1143, 0.1161, 0.1138, 0.1140, 0.0289, -0.0959, -0.0122, -0.0947, -0.0949, -0.1146, 0.1064, 0.1076, 0.1019, 0.1408, 0.1025, 0.1521, -0.2352, 0.6287, -0.2039, -0.1738, -0.1666, -0.1799, -0.1635, -0.1885, -0.1944, -0.1751, -0.1728, -0.1719, -0.1706, -0.2058, -0.1860, -0.1836, -0.1623, -0.1730, -0.1747, -0.1888, 0.1068, 0.1135, 0.1215, 0.1179, 0.1128, 0.1191, 0.1038, 0.1200, 0.1092, 0.1092, 0.1097, 0.1274, 0.1094, 0.1242, 0.1161, 0.1158, 0.1178, 0.1084, 0.1196, 0.0850, 0.1234, 0.0920, 0.1207, 0.1099, 0.1156, 0.1123, 0.1151, 0.1195, 0.1051, 0.1160, 0.6529, -0.8289, 0.6423, 0.0604, 0.0585],
  "charge": 2,
  "multiplicity": 1,
  "homo_lumo_gap_ev": 7.16
}



Electronic energy values (in Ha) by entry order: -4576.64210 -2939.19009 -3532.04053.